This record from OMol25 describes a molecular structure, C24H30N6 in a non-equilibrium geometry. The level of theory is ωB97M-V with the def2-TZVPD basis set.

```
60
Properties=species:S:1:pos:R:3:forces:R:3
N -1.28544 -1.89106 -0.87553 -4.607 -1.424 -1.295
C -1.73864 -2.92618 -1.61459 -1.552 -1.441 0.650
C -3.11969 -3.10563 -1.36123 0.667 2.001 -0.618
C -3.51611 -1.92183 -0.63801 0.182 -1.688 -0.248
C -2.37725 -1.26623 -0.25676 1.026 -2.865 -0.599
H -0.32345 -1.58348 -0.86748 -2.401 -1.773 -1.472
H -1.07219 -3.56446 -2.17569 0.094 0.072 0.032
H -3.87764 -3.77111 -1.74727 0.534 -0.287 -0.324
H -4.55643 -1.63961 -0.57111 0.064 0.112 0.660
H -2.20024 -0.33796 0.26611 -0.424 -4.204 -0.448
N 1.97730 -1.01932 4.67835 -4.006 0.490 -1.540
C 0.78113 -0.92184 5.38853 -1.157 -0.205 0.991
C -0.37867 -0.97103 4.54907 3.042 0.512 1.586
C 0.14366 -0.93669 3.22957 0.018 -3.599 3.995
C 1.49541 -1.02635 3.38227 2.287 -1.205 -1.667
H 2.94740 -1.09260 4.94971 -0.500 0.147 0.176
H 0.83152 -0.80104 6.46057 -0.148 -0.155 0.004
H -1.41644 -0.98045 4.84797 0.192 0.125 0.196
H -0.45667 -1.12029 2.35078 1.041 -2.150 5.077
H 2.19352 -1.24253 2.58707 0.153 0.253 0.031
N -0.89721 1.92597 0.79179 -4.845 1.981 -2.375
C -0.62006 2.32626 -0.47282 -0.873 4.194 0.097
C -1.60262 1.90118 -1.30059 -2.854 -1.380 0.112
C -2.45402 1.05737 -0.47261 -1.146 3.198 -0.455
C -1.93330 1.00640 0.83175 -0.580 6.550 -0.153
H -0.37448 2.21497 1.60623 -1.702 0.667 -0.917
H 0.28243 2.89644 -0.63656 -0.631 -0.068 -0.339
H -1.67363 1.91802 -2.37811 0.130 0.238 0.093
H -3.30673 0.44288 -0.72097 0.136 1.049 -0.771
H -2.19959 0.56962 1.78291 -0.273 0.056 -0.187
N 1.85686 -0.50739 -3.98470 -1.752 1.401 -0.375
C 0.58649 0.04441 -4.01860 -2.216 -0.399 0.482
C 0.46227 1.07562 -4.91847 0.807 -1.163 0.249
C 1.74484 1.18238 -5.52408 0.099 -0.266 0.991
C 2.52429 0.25147 -4.85186 2.679 0.869 -2.512
H 2.24358 -1.29650 -3.48686 -0.462 0.347 0.011
H -0.14698 -0.16842 -3.25498 -0.203 -0.649 -0.964
H -0.45068 1.62330 -5.10001 0.163 0.010 0.014
H 2.02836 1.90918 -6.27093 0.308 -0.226 0.107
H 3.58065 0.07329 -4.98886 0.011 -0.041 -0.200
N 1.05306 0.93303 1.45358 4.324 4.757 4.032
C 0.42873 1.47936 2.55502 3.035 0.175 1.910
C 0.56224 2.87537 2.47887 1.372 -0.455 3.857
C 1.39381 3.16520 1.44558 1.898 -0.370 -2.480
C 1.72556 1.96643 0.78837 -0.707 -0.796 1.490
H 1.13526 -0.06304 1.30800 1.323 0.633 0.237
H -0.01482 0.81124 3.27841 -0.218 1.391 -0.174
H 0.22264 3.64403 3.15728 -0.411 -0.422 0.147
H 1.60274 4.17666 1.12982 0.323 -0.150 -0.157
H 2.22452 1.66704 -0.12147 0.159 0.572 0.039
N -0.10542 0.06367 -0.30210 4.304 -5.880 -2.760
C 0.74506 -0.39511 -1.33379 0.914 1.916 2.997
C 1.34954 -1.57122 -0.86495 1.384 1.363 -1.702
C 0.86185 -1.90071 0.39639 0.744 1.513 0.819
C -0.03180 -0.84185 0.67488 -0.241 -2.030 -1.001
H -0.63714 0.91699 -0.20611 1.947 -2.627 -1.295
H 0.98368 0.29733 -2.12750 0.090 -0.466 0.806
H 2.09522 -2.10846 -1.43218 -0.053 -0.186 0.093
H 1.26571 -2.76292 0.90620 -0.754 0.155 0.512
H -0.56195 -0.67979 1.60174 -0.732 1.820 -5.464
```
Positions in Å, forces in eV/Å.

As for the highest occupied orbital energy: -6.908 eV. The HOMO-LUMO gap is 7.57 eV. The energy above the lowest of the compared OMol25 structures with the same formula, charge and spin is 1786.7 kJ/mol. The calculation puts the calculated total energy at -1260.32987 hartree. Its spin multiplicity is 1.